Entry 1:
# C36H50N8PtS

A molecular structure, C36H50N8PtS (ωB97M-V with the def2-TZVPD basis set, the Open Molecules 2025 dataset).

The calculation puts the HOMO energy (alpha / beta) at -0.243 / -0.259 Eh. The relative energy (zero: lowest compared OMol25 entry of this formula, charge and spin) is 1.68 kcal per mole. The value obtained for the orbital gap (alpha / beta) is 6.6 / 6.7 eV. For the molar mass, the calculation gives 821.997 g/mol. The value obtained for the LUMO energy (alpha / beta) is 0.0009 / -0.0132 hartree.

```
! RIJCOSX wB97M-V def2-TZVPD def2/J DEFGRID3
* xyz 0 3
Pt 0.620 -0.602 -0.280
C 4.244 -1.076 3.704
N 2.800 -1.104 3.749
C 2.279 -0.418 4.917
C 1.957 -0.825 2.581
N 2.532 -0.869 1.251
N 0.957 -1.879 2.686
C -0.356 -1.730 2.366
N -1.222 -2.609 2.958
N -0.711 -0.830 1.524
H 4.607 -1.672 4.545
H 4.663 -0.065 3.810
H 4.607 -1.533 2.786
H 2.679 -0.884 5.818
H 1.193 -0.515 4.938
H 2.531 0.651 4.920
H 1.473 0.160 2.678
H 1.222 -2.624 3.313
H -0.939 -3.196 3.721
H -2.202 -2.551 2.749
H -1.708 -0.757 1.358
C 0.149 -4.410 0.055
C 0.025 -3.346 -1.039
C 0.864 -3.742 -2.257
C -1.402 -3.114 -1.482
C -2.198 -4.226 -1.716
C -3.491 -4.104 -2.184
C -4.013 -2.844 -2.386
C -3.259 -1.700 -2.169
C -3.951 -0.367 -2.371
C -5.186 -0.273 -1.467
C -4.355 -0.171 -3.835
C -1.914 -1.827 -1.751
N -1.128 -0.685 -1.605
C -0.975 0.128 -2.608
C -0.345 1.400 -2.612
C -0.274 2.052 -3.858
C 0.314 3.278 -4.022
C 0.873 3.917 -2.909
C 0.820 3.327 -1.678
C 0.211 2.058 -1.463
N 0.101 1.548 -0.233
C 0.624 2.187 0.889
C -0.213 2.886 1.787
C 0.329 3.395 2.959
C 1.675 3.280 3.257
C 2.507 2.646 2.356
C 2.004 2.101 1.186
C 2.935 1.381 0.244
C 3.547 0.149 0.924
C 4.044 2.291 -0.286
C -1.674 3.167 1.518
C -1.848 4.088 0.307
C -2.505 1.897 1.355
H 1.177 -4.449 0.414
H -0.107 -5.398 -0.324
H -0.508 -4.183 0.893
H 0.441 -2.375 -0.623
H 0.470 -4.654 -2.706
H 1.900 -3.911 -1.972
H 0.847 -2.951 -3.002
H -1.793 -5.213 -1.556
H -4.086 -4.983 -2.385
H -5.030 -2.749 -2.733
H -3.272 0.444 -2.093
H -5.944 -0.999 -1.750
H -5.629 0.718 -1.534
H -4.910 -0.456 -0.432
H -5.074 -0.924 -4.150
H -3.488 -0.242 -4.487
H -4.805 0.810 -3.977
H -1.352 -0.191 -3.584
H -0.715 1.553 -4.710
H 0.356 3.744 -4.995
H 1.350 4.881 -3.024
H 1.232 3.834 -0.815
H -0.317 3.910 3.657
H 2.070 3.683 4.177
H 3.564 2.569 2.572
H 2.363 1.037 -0.623
H 4.084 0.474 1.817
H 4.266 -0.295 0.234
H 2.907 -1.799 1.082
H 4.737 2.566 0.506
H 3.613 3.196 -0.708
H 4.596 1.788 -1.075
H -2.056 3.708 2.393
H -1.572 3.579 -0.610
H -1.226 4.976 0.410
H -2.887 4.401 0.231
H -2.154 1.336 0.494
H -3.550 2.171 1.216
H -2.417 1.278 2.246
S 4.455 -0.690 -3.083
C 3.015 -0.766 -2.421
N 1.932 -0.863 -1.969
*
```

***

Entry 2:
# C36H50N9O3

5 unconnected molecules or ions with the total composition C36H50N9O3 (ωB97M-V with the def2-TZVPD basis set, the Open Molecules 2025 dataset).

The calculation puts the HOMO energy (alpha / beta) at -0.824 / -0.824 Eh. The value obtained for the orbital gap (alpha / beta) is 8.5 / 4.4 eV. For the molar mass, the calculation gives 656.856 g/mol. The value obtained for the LUMO energy (alpha / beta) is -0.5104 / -0.6630 hartree.

```
! RIJCOSX wB97M-V def2-TZVPD def2/J DEFGRID3
* xyz 6 2
C -3.152 -4.574 -3.093
C -1.917 -3.932 -3.716
N -1.254 -3.084 -2.826
C -1.715 -1.839 -2.302
C -0.760 -1.304 -1.352
N 0.287 -2.274 -1.195
C 0.012 -3.228 -2.187
C 1.413 -2.362 -0.331
H -2.941 -5.447 -2.476
H -3.808 -4.903 -3.899
H -3.683 -3.800 -2.539
H -2.336 -3.280 -4.483
H -1.117 -4.539 -4.139
H -2.672 -1.464 -2.633
H -0.840 -0.393 -0.778
H 0.532 -4.154 -2.383
H 1.023 -2.113 0.656
H 2.281 -1.800 -0.676
H 1.670 -3.421 -0.314
C -3.912 -3.730 0.425
C -4.379 -2.471 1.146
N -3.340 -1.578 1.569
C -2.077 -1.919 2.104
C -1.368 -0.766 2.500
N -2.170 0.319 2.203
C -3.395 -0.194 1.663
C -1.916 1.766 2.302
H -3.020 -3.558 -0.178
H -4.681 -4.172 -0.208
H -3.631 -4.481 1.164
H -4.844 -2.758 2.089
H -5.161 -1.936 0.608
H -1.760 -2.941 2.254
H -0.336 -0.704 2.813
H -4.232 0.445 1.422
H -2.686 2.397 1.858
H -0.947 1.916 1.825
H -1.882 2.040 3.356
C 0.868 2.891 -2.432
N -0.161 3.956 -2.381
C -0.828 4.222 -3.534
C -1.655 5.277 -3.586
C -2.000 5.957 -2.286
C -1.391 5.551 -1.129
C -0.374 4.593 -1.177
C -3.060 7.031 -2.294
C -4.226 6.931 -3.110
C -5.223 7.878 -3.118
N -5.178 8.913 -2.256
C -4.128 9.103 -1.451
C -3.005 8.181 -1.419
C -6.102 10.058 -2.515
H 1.661 3.159 -1.733
H 1.382 2.813 -3.390
H 0.411 1.931 -2.194
H -0.745 3.542 -4.368
H -2.240 5.464 -4.474
H -1.641 6.012 -0.184
H 0.135 4.255 -0.287
H -4.319 6.102 -3.796
H -6.073 7.820 -3.783
H -4.102 10.066 -0.963
H -2.145 8.379 -0.795
H -6.580 10.057 -3.495
H -5.649 11.019 -2.272
H -6.935 9.984 -1.816
C 6.767 -7.727 -0.006
N 6.250 -6.549 0.698
C 6.057 -5.317 0.010
C 5.432 -4.261 0.695
C 5.110 -4.351 2.117
C 5.372 -5.573 2.716
C 5.874 -6.678 1.988
C 4.610 -3.148 2.955
C 5.166 -1.922 2.786
C 4.702 -0.805 3.513
N 3.770 -0.933 4.459
C 3.265 -2.165 4.756
C 3.712 -3.263 4.044
C 3.247 0.280 5.064
H 6.913 -8.523 0.724
H 7.700 -7.432 -0.487
H 6.094 -7.914 -0.843
H 6.565 -5.228 -0.938
H 5.433 -3.291 0.220
H 5.248 -5.724 3.779
H 5.874 -7.709 2.309
H 6.054 -1.891 2.172
H 4.974 0.221 3.313
H 2.770 -2.311 5.705
H 3.337 -4.254 4.255
H 3.417 0.116 6.128
H 2.236 0.442 4.689
H 3.849 1.134 4.754
N 2.068 0.976 1.083
O 1.759 0.360 2.121
O 3.146 1.555 1.007
O 1.249 0.978 0.206
*
```

***

Entry 3:
# C36H51BCeF6N6SbSi

A molecular structure, C36H51BCeF6N6SbSi (ωB97M-V with the def2-TZVPD basis set, the Open Molecules 2025 dataset).

The calculation puts the HOMO energy at -0.376 Eh. The value obtained for the orbital gap is 3.9 eV. For the molar mass, the calculation gives 982.608 g/mol. The value obtained for the LUMO energy is -0.2329 hartree.

```
! RIJCOSX wB97M-V def2-TZVPD def2/J DEFGRID3
* xyz 1 1
Ce -0.146 0.577 -0.177
C 2.786 2.085 4.420
C 2.106 2.461 3.145
C 1.714 3.719 2.722
C 1.123 3.543 1.473
N 1.117 2.232 1.174
N 1.753 1.576 2.199
B 2.448 0.224 1.937
N 3.070 0.278 0.520
N 2.326 0.368 -0.625
C 3.189 0.347 -1.655
C 4.490 0.266 -1.165
C 4.375 0.229 0.213
C 5.467 0.148 1.228
C 2.781 0.379 -3.101
C 3.412 1.608 -3.770
C 3.287 -0.901 -3.780
C 1.273 0.459 -3.233
N 1.503 -1.002 1.999
N 0.825 -1.428 0.880
C 0.601 -2.744 1.020
C 1.065 -3.150 2.270
C 1.635 -2.033 2.854
C 2.321 -1.931 4.175
C 0.091 -3.630 -0.082
C 1.175 -4.689 -0.357
C -0.117 -2.841 -1.369
C -1.195 -4.336 0.372
C 0.582 4.617 0.572
C 1.562 5.793 0.543
C -0.761 5.090 1.160
C 0.439 4.084 -0.850
H 2.807 2.949 5.079
H 3.814 1.761 4.245
H 2.261 1.273 4.922
H 1.852 4.649 3.254
H 3.310 0.073 2.747
H 5.406 0.238 -1.737
H 6.428 0.147 0.718
H 5.390 -0.763 1.825
H 5.437 1.000 1.910
H 4.501 1.575 -3.702
H 3.069 2.531 -3.294
H 3.137 1.641 -4.827
H 4.376 -0.959 -3.742
H 2.981 -0.915 -4.830
H 2.882 -1.791 -3.289
H 0.907 1.395 -2.799
H 0.787 -0.399 -2.761
H 0.985 0.454 -4.283
H 1.015 -4.139 2.698
H 2.132 -2.834 4.749
H 1.963 -1.072 4.743
H 3.400 -1.823 4.050
H 2.121 -4.219 -0.645
H 0.849 -5.341 -1.171
H 1.354 -5.305 0.525
H 0.848 -2.476 -1.741
H -0.792 -1.999 -1.236
H -0.558 -3.479 -2.134
H -0.975 -5.045 1.176
H -1.635 -4.888 -0.461
H -1.931 -3.627 0.742
H 1.668 6.242 1.532
H 1.189 6.563 -0.135
H 2.553 5.479 0.203
H -0.594 5.532 2.145
H -1.462 4.265 1.270
H -1.218 5.841 0.514
H 1.418 3.817 -1.257
H -0.017 4.836 -1.491
H -0.205 3.208 -0.882
F -2.068 -0.911 0.266
Sb -3.255 2.501 -1.196
F -1.886 1.891 0.367
F -3.802 0.295 -0.950
F -4.396 2.812 0.233
F -1.292 0.808 -1.914
F -2.566 4.247 -0.901
C -3.228 -3.402 -4.503
C -3.402 -4.137 -3.338
C -3.566 -3.486 -2.121
C -3.561 -2.095 -2.025
C -3.409 -1.374 -3.220
C -3.235 -2.014 -4.443
Si -3.672 -1.351 -0.285
C -4.825 -0.806 1.136
C -6.190 -1.112 1.138
C -7.043 -0.564 2.092
C -6.542 0.285 3.068
C -5.188 0.588 3.092
C -4.333 0.041 2.138
H -3.090 -3.906 -5.453
H -3.407 -5.220 -3.378
H -3.707 -4.076 -1.218
H -3.436 -0.297 -3.213
H -3.107 -1.427 -5.347
H -3.575 -2.745 0.322
H -6.598 -1.787 0.388
H -8.101 -0.808 2.076
H -7.205 0.702 3.817
H -4.793 1.254 3.854
H -3.278 0.296 2.174
*
```

***

| no. | maximum force (eV/A) |
| --- | --- |
| 1 | 1.48 |
| 2 | 9.29 |
| 3 | 1.81 |